#w
Molecular formula: C4H8N3S
Method: DFT, the ωB97M-V functional and the def2-TZVPD basis

XYZ file:
```
16
Properties=species:S:1:pos:R:3:nbo_charge:R:1
S -3.521 0.244 -0.045 -0.31
N -1.098 1.829 0.090 -0.60
N -0.531 -0.408 0.124 -0.42
N 1.110 1.264 -0.054 -0.49
C 0.875 -0.154 0.255 -0.06
C -1.428 0.547 0.125 0.44
C 0.149 2.153 -0.243 0.42
C -0.906 -1.799 -0.224 -0.41
H -1.844 -1.976 0.087 0.26
H -0.653 -2.083 -1.240 0.23
H 0.281 3.105 -0.554 0.24
H 2.009 1.657 -0.205 0.45
H -0.418 -2.632 0.426 0.23
H 1.151 -0.267 1.361 0.24
H -1.946 2.344 0.251 0.50
H 1.532 -0.783 -0.562 0.26
```

Results
LUMO energy (alpha / beta) = -5.43 / -5.43 eV
total charge = +1
SMILES = CN1CNC=[NH+]C1=S

***

#x
Molecular formula: C4H8N3S
Method: DFT, the ωB97M-V functional and the def2-TZVPD basis

XYZ file:
```
16
Properties=species:S:1:pos:R:3:nbo_charge:R:1
S -1.288 0.289 0.913 0.34
N 1.405 -0.386 -0.779 -0.19
N -3.544 -0.942 0.066 -0.66
N 0.533 0.456 -1.078 -0.12
C 2.886 0.698 0.831 -0.68
C -0.570 0.833 -0.732 -0.10
C -2.247 -0.639 -0.086 0.01
C 2.417 -0.444 -0.022 0.13
H -1.208 1.364 -1.344 0.22
H -3.944 -0.327 0.728 0.43
H 3.784 0.598 1.401 0.26
H 2.749 1.569 0.250 0.24
H -1.808 -1.057 -1.004 0.24
H -3.966 -1.375 -0.751 0.44
H 2.013 0.775 1.544 0.23
H 2.789 -1.411 0.063 0.21
```

Results
LUMO energy = -5.10 eV
total charge = +1

***

Stability, lowest: #x

***

#w
Molecular formula: C4H8N3S
Method: DFT, the ωB97M-V functional and the def2-TZVPD basis

XYZ file:
```
16
Properties=species:S:1:pos:R:3:nbo_charge:R:1
S -0.641 1.345 1.076 -0.01
N -3.139 1.884 -0.585 -0.98
N 1.287 -1.497 -0.849 -0.32
N 1.845 -0.553 1.042 -0.46
C -0.247 0.109 -0.025 -0.18
C 2.462 -1.950 -0.484 -0.06
C 2.828 -1.374 0.707 0.04
C 0.911 -0.610 -0.003 0.15
H -1.009 -0.200 -0.788 0.23
H 2.759 -2.768 -0.959 0.22
H 3.613 -1.733 1.328 0.24
H -3.909 1.513 0.043 0.43
H 1.938 0.039 1.836 0.44
H -2.044 1.642 0.006 0.36
H -3.502 2.856 -0.882 0.45
H -3.152 1.296 -1.463 0.43
```

Results
LUMO energy = -5.00 eV
total charge = +1

***

#x
Molecular formula: C4H8N3S
Method: DFT, the ωB97M-V functional and the def2-TZVPD basis

XYZ file:
```
16
Properties=species:S:1:pos:R:3:nbo_charge:R:1
S -1.959 -2.784 1.232 0.47
N 1.400 0.209 1.356 -0.63
N 0.556 0.692 -0.409 -0.05
N 1.190 1.729 -0.998 -0.58
C -1.142 -0.839 0.309 -0.22
C -2.449 -1.526 -0.043 -0.49
C -0.646 -1.749 1.203 -0.18
C -0.598 0.084 -0.540 0.15
H 2.369 0.515 1.009 0.36
H 0.819 2.644 -1.030 0.40
H -1.405 0.371 -1.303 0.25
H -3.357 -1.079 0.266 0.25
H 1.057 0.877 2.026 0.36
H -2.416 -2.045 -1.022 0.26
H 0.170 -1.856 1.845 0.26
H 2.251 1.709 -0.976 0.41
```

Results
LUMO energy = -5.37 eV
total charge = +1

***

Stability, lowest: #x

***

#w
Molecular formula: C4H7O4
Method: DFT, the ωB97M-V functional and the def2-TZVPD basis

XYZ file:
```
15
Properties=species:S:1:pos:R:3:nbo_charge:R:1
O -0.085 -2.344 -0.149 -0.59
O -0.702 1.124 -0.992 -0.81
O -0.547 2.617 0.704 -0.76
O -2.158 -0.904 -2.171 -0.98
C 1.221 -0.530 0.670 -0.51
C -0.071 -1.254 0.362 0.47
C 1.134 0.981 0.629 -0.53
C -0.184 1.629 0.030 0.78
H 1.245 1.327 1.651 0.21
H -2.009 -1.515 -1.430 0.46
H -2.092 -0.040 -1.724 0.50
H 1.989 -1.055 0.085 0.21
H 1.882 1.359 -0.071 0.21
H -0.936 -0.629 0.667 0.12
H 1.313 -0.765 1.740 0.21
```

Results
LUMO energy = 3.89 eV
total charge = -1

***

#x
Molecular formula: C4H7O4
Method: DFT, the ωB97M-V functional and the def2-TZVPD basis

XYZ file:
```
15
Properties=species:S:1:pos:R:3:nbo_charge:R:1
O 1.341 -2.115 0.779 -0.70
O 1.750 2.753 -0.550 -0.98
O 0.942 -0.358 -0.513 -0.85
O -1.236 1.893 0.163 -0.60
C -0.866 -1.715 -0.158 -0.52
C 0.589 -1.435 0.136 0.75
C -1.722 -0.411 -0.074 -0.46
C -1.040 0.743 0.528 0.42
H -1.415 -2.559 0.230 0.20
H -0.830 -2.053 -1.254 0.21
H 1.226 2.493 -1.531 0.47
H 2.085 1.727 -0.345 0.51
H -2.420 -0.267 -0.895 0.22
H -0.218 0.714 1.336 0.15
H -2.573 -0.528 0.839 0.18
```

Results
LUMO energy = 4.00 eV
total charge = -1

***

Stability, lowest: #x